1.
The following is a quantum chemistry calculation of one molecule with the formula C23H34IN9O6 at a distorted geometry, from the OMol25 dataset.

Geometry (Å):
C 5.3100 -0.0402 -2.9976
C 3.9166 -0.4604 -2.5435
C 3.4441 0.3131 -1.3079
C 4.1659 -0.1560 -0.0467
C 1.9213 0.1676 -1.0904
N 1.1796 0.5583 -2.2716
C 0.2179 -0.0956 -2.9584
O -0.2748 0.3750 -3.9661
C -0.1655 -1.4436 -2.4137
C 0.8135 -2.4151 -2.4751
C 0.5835 -3.7011 -2.0025
N 1.6237 -4.6718 -2.0385
O 2.7261 -4.3021 -2.4017
O 1.3579 -5.8055 -1.6880
C -0.6612 -4.0235 -1.4620
C -1.6425 -3.0718 -1.4252
I -3.4933 -3.6396 -0.5607
C -1.4579 -1.7488 -1.9155
N -2.4939 -0.9021 -1.8592
C -2.6629 0.4860 -2.1996
C -3.5716 1.1635 -1.1641
C -2.7720 1.8900 -0.0701
C -3.6476 2.2194 1.1567
N -4.2032 1.1539 1.7411
O -3.7948 3.3662 1.5316
N -1.5739 1.1729 0.3426
C -1.4832 -0.0725 0.8295
O -2.4344 -0.8256 0.9710
C -0.0477 -0.5150 1.1744
C -0.0341 -1.2080 2.5490
C -0.6910 -0.4402 3.6999
C 0.0834 0.7932 4.1888
N 0.0372 1.8928 3.2596
C -0.9696 2.6838 3.1827
N -0.9157 3.7201 2.3000
N -2.1368 2.5826 3.9001
N 0.8714 0.5896 1.1236
C 1.5230 1.1058 0.0634
O 1.8192 2.2884 0.0275
H 5.3387 1.0268 -3.2083
H 6.0554 -0.2619 -2.2390
H 5.5817 -0.5766 -3.9033
H 3.9209 -1.5306 -2.3240
H 3.2225 -0.2825 -3.3687
H 3.6466 1.3799 -1.4541
H 3.9705 -1.2117 0.1332
H 5.2377 -0.0187 -0.1513
H 3.8360 0.4133 0.8191
H 1.6930 -0.8691 -0.8459
H 1.4483 1.4564 -2.6566
H 1.7762 -2.1872 -2.9056
H -0.8220 -5.0205 -1.0808
H -3.3400 -1.3223 -1.4883
H -1.7024 0.9944 -2.2387
H -3.1136 0.5551 -3.1968
H -4.2027 1.9057 -1.6523
H -4.2276 0.4148 -0.7182
H -2.4218 2.8449 -0.4739
H -4.7295 1.2923 2.5889
H -3.8854 0.2178 1.5024
H -0.7238 1.7163 0.3415
H 0.2200 -1.2720 0.4267
H -0.5704 -2.1518 2.4338
H 1.0033 -1.4311 2.8036
H -0.7803 -1.1330 4.5394
H -1.6996 -0.1384 3.4105
H -0.3013 1.0768 5.1797
H 1.1395 0.5325 4.3083
H -0.1314 3.7301 1.6688
H -1.7871 4.1149 1.9806
H -2.0858 2.1167 4.7909
H -2.7543 3.3781 3.8640
H 0.7214 1.2568 1.9308

Forces on atoms 1 to 6 (eV/Å):
-0.18 -0.14 0.03
0.05 0.26 0.07
-0.16 -0.33 -0.05
-0.08 0.24 -0.17
0.26 0.25 0.27
0.25 0.43 0.07

Summary:
Energy above the lowest of the compared OMol25 structures with the same formula, charge and spin   39.6 kJ/mol
Strongest force on any atom   0.0270 Eh/bohr
Frontier orbital gap   8.08 eV
Lowest unoccupied orbital energy   -0.38 eV
Multiplicity   1

Results of the Mulliken charge analysis, in e, for atoms 1 through 8: C -1.56; C -0.15; C -0.19; C -1.61; C 1.10; N 0.35; C -1.00; O -0.68

---

2.
The following is a quantum chemistry calculation of C23H34N5PtSi2 as an isolated structure, from the OMol25 dataset.

Geometry (Å):
Pt -1.3062 -0.0135 0.7291
C 2.2765 -0.3913 0.8729
N 1.5405 0.0217 -0.2952
C 1.5493 1.4241 -0.6325
C 0.4365 2.2549 -0.0412
N -0.7264 1.8674 0.4333
C -1.4464 3.0133 0.7715
C -2.7161 3.1570 1.3206
C -3.1621 4.4448 1.5317
C -2.3699 5.5599 1.2114
C -1.1068 5.4220 0.6734
C -0.6644 4.1210 0.4613
N 0.5213 3.6044 -0.0406
C 1.5116 -0.2075 2.1480
N 0.2133 -0.1255 2.2674
C -0.0519 0.0357 3.6279
C -1.2605 0.1952 4.2986
C -1.2063 0.3311 5.6705
C 0.0147 0.3124 6.3624
C 1.2190 0.1608 5.7049
C 1.1558 0.0249 4.3235
N 2.1316 -0.1250 3.3498
H 2.5094 -1.4533 0.7720
H 3.2360 0.1371 0.9811
H 1.7657 -0.5515 -1.0912
H 2.4990 1.9128 -0.3664
H 1.4481 1.5106 -1.7172
H -3.3149 2.2889 1.5621
H -4.1450 4.6046 1.9533
H -2.7607 6.5516 1.3931
H -0.4973 6.2815 0.4298
H 1.3053 4.1328 -0.3845
H -2.1968 0.2130 3.7563
H -2.1232 0.4553 6.2302
H 0.0106 0.4213 7.4382
H 2.1587 0.1495 6.2403
H 3.1252 -0.1722 3.4992
C -1.4924 1.9285 -2.8489
Si -2.3835 0.3135 -2.4758
C -3.9544 0.3595 -3.4986
C -1.2784 -1.1007 -3.0352
C -2.8236 0.1156 -0.6707
Si -3.5313 -1.4904 -0.0890
C -1.9254 -2.3715 0.4177
C -4.6978 -2.3744 -1.2486
C -4.4759 -1.2267 1.5180
H -1.4973 2.1072 -3.9266
H -0.4501 1.9269 -2.5289
H -1.9905 2.7774 -2.3723
H -3.7185 0.5290 -4.5519
H -4.6025 1.1778 -3.1754
H -4.5258 -0.5671 -3.4325
H -0.9927 -0.9941 -4.0836
H -1.7694 -2.0708 -2.9239
H -0.3607 -1.1242 -2.4394
H -3.5272 0.9239 -0.4292
H -1.2154 -2.5368 -0.3902
H -2.1984 -3.3348 0.8571
H -1.3809 -1.9142 1.2959
H -4.2303 -2.6947 -2.1819
H -5.4921 -1.6661 -1.4962
H -5.1610 -3.2494 -0.7895
H -3.8265 -0.8332 2.3032
H -4.9222 -2.1534 1.8869
H -5.2903 -0.5131 1.3704

Forces on atoms 1 to 6 (eV/Å):
0.41 -0.28 -0.26
0.11 0.00 0.04
-0.09 0.04 -0.04
0.01 0.02 0.01
0.02 0.00 -0.02
-0.13 -0.02 0.14

Summary:
Energy above the lowest of the compared OMol25 structures with the same formula, charge and spin   0.0 kJ/mol
Strongest force on any atom   0.0149 Eh/bohr
Frontier orbital gap   9.03 eV
Lowest unoccupied orbital energy   -2.25 eV
Multiplicity   1
Total charge   +1

Results of the Mulliken charge analysis, in e, for atoms 1 through 8: Pt 0.61; C -1.25; N -0.16; C -1.31; C 0.28; N -0.05; C 0.86; C -0.75

---

3.
The following is a quantum chemistry calculation of C23H35AlBN9Se as an isolated structure at a distorted geometry, from the OMol25 dataset.

Geometry (Å):
Al 0.3952 0.6778 0.6130
C 3.6954 -0.0547 -0.4896
C 2.6120 -1.0627 -0.5559
C 2.6119 -2.3704 -1.0157
C 1.3243 -2.8592 -0.7967
C 0.8023 -4.2034 -1.1339
N 0.6018 -1.8810 -0.2330
N 1.3815 -0.7760 -0.1011
B -0.7041 -1.9502 0.5857
N -0.3184 -1.5390 2.0166
N 0.2397 -0.3148 2.2627
C 0.4766 -0.2394 3.5837
C 1.0719 0.9469 4.2374
C 0.0705 -1.4200 4.1852
C -0.4287 -2.2209 3.1667
C -0.9900 -3.5874 3.2856
N -1.7213 -0.8947 0.0983
N -1.4647 0.4133 0.3574
C -2.6017 1.1140 0.2259
C -2.6182 2.5664 0.5105
C -3.6047 0.2359 -0.1583
C -3.0151 -1.0238 -0.2258
C -3.6629 -2.3010 -0.6015
H 4.5405 -0.3573 -1.0998
H 4.0359 0.0616 0.5404
H 3.3286 0.9137 -0.8328
H 3.4315 -2.9247 -1.4234
H 1.5002 -4.7146 -1.7924
H -0.1696 -4.1383 -1.6195
H 0.6866 -4.8018 -0.2314
H -1.1713 -3.0249 0.5335
H 1.2809 1.7228 3.5070
H 1.9976 0.6696 4.7391
H 0.3878 1.3395 4.9884
H 0.1336 -1.6526 5.2276
H -0.9646 -3.8975 4.3269
H -0.4130 -4.2976 2.6943
H -2.0218 -3.6159 2.9376
H -1.6885 2.8397 1.0110
H -3.4639 2.8237 1.1431
H -2.7076 3.1508 -0.4024
H -4.6377 0.4543 -0.3313
H -4.6416 -2.1045 -1.0313
H -3.7988 -2.9286 0.2778
H -3.0574 -2.8541 -1.3166
C 2.5726 4.9605 2.8020
C 2.2205 4.6635 1.3339
C 1.6655 3.3768 1.2022
N 1.2150 2.3123 1.1933
H 2.9779 5.9643 2.8674
H 3.3194 4.2644 3.1729
H 1.6909 4.9047 3.4342
H 3.1129 4.7269 0.7022
H 1.4957 5.3928 0.9561
C -2.4403 1.9718 -3.1719
N -1.4242 1.0281 -3.5527
C -1.5755 0.1129 -4.5520
C -0.3846 -0.5153 -4.7146
N 0.4853 0.0233 -3.8084
C 1.8873 -0.2915 -3.7638
C -0.1670 0.9501 -3.0816
Se 0.5487 1.9752 -1.6844
H -2.9996 2.2634 -4.0595
H -1.9659 2.8572 -2.7509
H -3.1254 1.5273 -2.4477
H -2.5079 -0.0070 -5.0660
H -0.0873 -1.2842 -5.3994
H 2.3157 -0.1807 -4.7604
H 2.0394 -1.3169 -3.4225
H 2.3900 0.4009 -3.0915

Forces on atoms 1 to 6 (eV/Å):
0.03 0.22 -0.45
0.03 0.12 0.04
-0.44 0.05 0.10
-0.36 -0.04 0.19
0.48 0.19 -0.19
-0.19 -0.13 0.17

Summary:
Strongest force on any atom   0.0443 Eh/bohr
Frontier orbital gap   8.86 eV
Lowest unoccupied orbital energy   -4.93 eV
Multiplicity   1
Total charge   +2

Results of the Mulliken charge analysis, in e, for atoms 1 through 8: Al -1.58; C -1.50; C 0.84; C -1.70; C 0.89; C -1.54; N 0.42; N 0.98